Record 1
The following is a DFT calculation (ωB97M-V with the def2-TZVPD basis set) of a molecular structure, C26H46BrIrN3O3PS.

The charge is +1. Its multiplicity is 2. The calculation puts the energy above the lowest of the compared OMol25 structures with the same formula, charge and spin at 0.000 eV. Its expectation value of S² is 0.757. For the gap between HOMO and LUMO (spin up / spin down), the calculation gives 8.7572 / 6.7149 eV. The calculation puts the HOMO energy (spin up / spin down) at -10.8936 / -10.7974 eV. The largest force on an atom comes out at 0.005 Eh/bohr. The value obtained for the calculated total energy is -131322.7174 eV. The LUMO energy (spin up / spin down) comes out at -2.14 / -4.08 eV.

Last column: Mulliken spin population.
Element x y z (Å)
1 Ir 0.2110 -0.5557 1.0903  0.369
2 C 3.8676 -2.1743 2.5722  0.001
3 C 2.7623 -1.1419 2.5925  -0.006
4 C 3.2164 0.2177 3.0878  -0.002
5 O 2.3021 -0.9339 1.2029  0.010
6 C 1.5781 -1.6119 3.4558  0.007
7 O 1.7769 -2.1448 4.5192  0.000
8 O 0.3888 -1.3542 2.9733  -0.008
9 H 4.7153 -1.8139 1.9883  0.000
10 H 3.5117 -3.1209 2.1572  0.000
11 H 4.1897 -2.3662 3.5930  0.000
12 H 4.0642 0.5668 2.4983  0.001
13 H 3.5126 0.1365 4.1323  0.000
14 H 2.4054 0.9448 3.0141  -0.001
15 H 2.4332 -1.7649 0.7162  -0.003
16 C -2.3443 1.5642 -2.3369  0.005
17 C -0.9183 1.2110 -2.7893  0.025
18 C -0.6751 1.8336 -4.1695  0.002
19 C -0.8891 -0.3231 -2.8889  0.000
20 P 0.3220 1.7600 -1.4929  -0.049
21 N 0.2550 0.7767 -0.2194  0.610
22 C -0.1045 3.4666 -0.8495  -0.002
23 C 1.0466 3.9887 0.0232  0.010
24 C -1.3291 3.3621 0.0767  0.016
25 C -0.3828 4.4856 -1.9610  -0.002
26 C 2.0918 1.6792 -2.1272  0.050
27 C 2.4490 2.8596 -3.0386  0.002
28 C 3.0712 1.6378 -0.9415  0.036
29 C 2.3056 0.3690 -2.8983  0.003
30 H -3.0329 1.0881 -3.0382  0.000
31 H -2.5506 2.6312 -2.3575  0.001
32 H -2.5650 1.1734 -1.3434  -0.001
33 H -1.4942 1.5279 -4.8242  0.000
34 H 0.2486 1.4918 -4.6306  0.000
35 H -0.6673 2.9230 -4.1454  0.000
36 H -1.6498 -0.6188 -3.6149  0.000
37 H -1.1374 -0.7856 -1.9330  -0.004
38 H 0.0585 -0.7227 -3.2349  0.001
39 H 1.3252 3.2713 0.7958  -0.004
40 H 0.6978 4.8949 0.5214  0.000
41 H 1.9269 4.2592 -0.5549  -0.001
42 H -1.1873 2.6023 0.8445  -0.014
43 H -2.2556 3.1596 -0.4518  0.000
44 H -1.4440 4.3250 0.5785  0.001
45 H 0.4550 4.6040 -2.6468  0.000
46 H -0.5576 5.4555 -1.4903  0.000
47 H -1.2716 4.2462 -2.5406  0.000
48 H 2.4613 3.8070 -2.5038  0.001
49 H 1.7888 2.9539 -3.8984  0.000
50 H 3.4592 2.6915 -3.4188  0.001
51 H 3.1453 2.5807 -0.4113  0.002
52 H 4.0605 1.4144 -1.3476  0.000
53 H 2.8153 0.8543 -0.2304  -0.029
54 H 1.7455 0.3170 -3.8275  0.000
55 H 2.0674 -0.5010 -2.2853  -0.002
56 H 3.3648 0.3085 -3.1556  0.002
57 C -5.0429 -1.3912 1.2033  0.000
58 N -4.0926 -1.5815 2.2763  0.000
59 C -4.4847 -2.2052 3.5427  0.000
60 C -3.1399 -2.3845 4.2614  0.000
61 N -2.2566 -1.5243 3.4736  0.001
62 C -2.8196 -1.1966 2.3159  -0.005
63 S -2.0996 -0.2905 1.0388  -0.003
64 H -5.4881 -2.3502 0.9361  0.000
65 H -4.5343 -0.9805 0.3362  0.000
66 H -5.8347 -0.7070 1.5123  0.000
67 H -4.9952 -3.1482 3.3520  0.000
68 H -5.1636 -1.5470 4.0892  0.000
69 H -2.7933 -3.4187 4.2414  0.000
70 H -3.1770 -2.0514 5.2955  0.000
71 H -1.2386 -1.4982 3.5768  -0.002
72 Br 0.1687 -6.9108 -1.0292  0.000
73 C 0.1475 -5.1313 -0.3956  0.004
74 C 0.5969 -4.1065 -1.2086  -0.004
75 C 0.5710 -2.8015 -0.7318  -0.014
76 C 0.1073 -2.4975 0.5496  -0.012
77 C -0.3229 -3.5535 1.3523  0.001
78 C -0.3112 -4.8604 0.8829  -0.002
79 H 0.9584 -4.3196 -2.2056  0.000
80 H 0.9056 -2.0051 -1.3846  0.005
81 H -0.6543 -3.3766 2.3650  0.000
82 H -0.6463 -5.6691 1.5185  0.000

Record 2
The following is a DFT calculation (ωB97M-V with the def2-TZVPD basis set) of 10 unconnected molecules or ions with the total composition C26H46Cl14O9 in a non-equilibrium geometry.

The calculation puts the energy above the lowest of the compared OMol25 structures with the same formula, charge and spin at 2.802 eV. For the gap between HOMO and LUMO, the calculation gives 10.4983 eV. The calculation puts the HOMO energy at -10.4841 eV. The largest force on an atom comes out at 0.100 Eh/bohr. The value obtained for the calculated total energy is -221449.1555 eV. The LUMO energy comes out at 0.01 eV.

Last column: Löwdin charge in e.
Element x y z (Å)
1 C -3.6570 -5.8065 -4.8151  -0.022
2 C -2.5222 -5.2988 -5.7014  -0.298
3 C -1.1050 -5.2325 -5.0937  -0.096
4 O -0.4709 -6.3222 -5.6763  0.075
5 C -1.1604 -6.7720 -6.7284  -0.543
6 O -0.7513 -7.6201 -7.5594  0.094
7 O -2.3334 -6.2180 -6.7405  0.107
8 H -3.5646 -6.8287 -4.4481  0.091
9 H -4.5594 -5.9601 -5.4068  0.085
10 H -3.8120 -5.0100 -4.0872  0.088
11 H -2.8185 -4.3086 -6.0475  0.152
12 H -1.1938 -5.3078 -4.0099  0.129
13 H -0.3884 -4.4286 -5.2613  0.136
14 C -2.9350 0.3667 1.0034  -0.019
15 C -1.7191 0.8029 0.1482  -0.300
16 C -0.3685 0.8285 0.8702  -0.088
17 O 0.4772 0.1834 -0.0360  0.098
18 C -0.1819 -0.3825 -1.0058  -0.579
19 O 0.3017 -0.9137 -1.9951  0.122
20 O -1.4984 -0.2421 -0.8011  0.082
21 H -2.7642 -0.6047 1.4673  0.089
22 H -3.8432 0.4174 0.4029  0.081
23 H -3.1512 1.1045 1.7761  0.083
24 H -1.9623 1.7742 -0.2826  0.151
25 H -0.4482 0.2224 1.7726  0.136
26 H -0.2030 1.8925 1.0388  0.144
27 C 7.6921 4.5608 5.5079  -0.009
28 C 6.6805 3.6463 4.7189  -0.307
29 C 6.1816 2.4896 5.5841  -0.078
30 O 4.7937 2.5115 5.2345  0.077
31 C 4.4780 3.6478 4.6120  -0.585
32 O 3.3364 4.0146 4.3889  0.130
33 O 5.5386 4.3704 4.3621  0.110
34 H 7.1118 5.2704 6.0976  0.087
35 H 8.3499 5.2355 4.9600  0.075
36 H 8.3435 3.9967 6.1753  0.079
37 H 7.1058 3.2418 3.8004  0.150
38 H 6.3357 2.7808 6.6231  0.128
39 H 6.7272 1.5650 5.3956  0.140
40 Cl 3.8577 4.7140 -0.2637  0.515
41 C 5.3719 3.8535 -0.7272  -0.651
42 C 5.1164 2.3054 -0.9403  -0.631
43 Cl 6.7155 1.5743 -1.2439  0.530
44 H 6.1463 4.0144 0.0227  0.054
45 H 5.7305 4.3407 -1.6340  0.058
46 H 4.5180 2.0766 -1.8221  0.064
47 H 4.6878 1.8600 -0.0424  0.062
48 Cl -4.3580 -5.7665 2.7652  0.535
49 C -4.2537 -5.8583 1.0005  -0.682
50 C -3.0742 -6.7128 0.4881  -0.658
51 Cl -1.5795 -5.9441 1.0106  0.552
52 H -4.1757 -4.8290 0.6505  0.057
53 H -5.2580 -6.1952 0.7433  0.061
54 H -2.9854 -6.8659 -0.5874  0.064
55 H -3.2184 -7.7086 0.9074  0.070
56 Cl -2.5906 6.7228 0.6375  0.501
57 C -3.3898 8.2793 0.1766  -0.646
58 C -2.5494 9.4743 0.4290  -0.651
59 Cl -1.0363 9.6202 -0.5702  0.505
60 H -4.3184 8.3612 0.7415  0.075
61 H -3.7054 8.1497 -0.8586  0.071
62 H -2.2670 9.6779 1.4619  0.074
63 H -3.1573 10.3472 0.1910  0.071
64 Cl 4.4451 -4.1588 -4.1114  0.542
65 C 4.7979 -4.9930 -2.5900  -0.669
66 C 4.1963 -4.2947 -1.3058  -0.623
67 Cl 4.4237 -5.2947 0.1829  0.510
68 H 5.8691 -5.1917 -2.5557  0.063
69 H 4.3251 -5.9682 -2.7065  0.054
70 H 3.1445 -4.0626 -1.4729  0.062
71 H 4.6309 -3.3056 -1.1613  0.062
72 Cl -7.6026 5.1388 3.0401  0.578
73 C -8.2556 3.5419 3.0540  -0.707
74 C -9.8113 3.5724 3.0635  -0.704
75 Cl -10.4017 3.9532 4.6374  0.581
76 H -7.9516 2.9696 3.9305  0.067
77 H -7.8780 3.1179 2.1235  0.061
78 H -10.1627 2.5847 2.7650  0.073
79 H -10.2574 4.4092 2.5261  0.051
80 Cl -2.7299 0.6397 -7.4980  0.518
81 C -1.4730 0.3125 -6.2285  -0.646
82 C -0.0794 0.2123 -6.8538  -0.693
83 Cl 0.0863 -1.3416 -7.6335  0.556
84 H -1.6804 -0.4962 -5.5277  0.070
85 H -1.4172 1.1620 -5.5478  0.066
86 H 0.7780 0.2887 -6.1851  0.071
87 H -0.0012 1.0006 -7.6025  0.061
88 Cl 0.3971 -2.4690 6.3600  0.550
89 C 1.6948 -1.6346 5.4770  -0.682
90 C 2.5624 -2.6477 4.7658  -0.670
91 Cl 3.8227 -1.8721 3.7712  0.536
92 H 2.2028 -0.9608 6.1670  0.072
93 H 1.1332 -1.0043 4.7875  0.057
94 H 1.9007 -3.0901 4.0212  0.064
95 H 3.0231 -3.2758 5.5283  0.074